{"formula": "BrH6LiO3", "method": "wB97M-V/def2-TZVPD", "spin_multiplicity": 1, "total_charge": 0, "homo_ha": -0.2959, "e_tot_ha": -2810.9555, "e_lumo_ev": -0.25, "symbols": ["O", "H", "O", "H", "H", "O", "H", "H", "Br", "Li", "H"], "xyz": [[-0.964, -0.723, -1.612], [0.948, -0.860, 2.042], [1.175, 1.395, -0.346], [1.234, 1.736, -1.265], [0.829, -2.310, 1.129], [0.671, -1.337, 1.221], [-1.306, -1.601, -1.422], [1.078, 2.296, 0.135], [-1.644, 1.435, 1.797], [-0.418, 0.130, 0.173], [-1.602, -0.161, -1.852]], "atomic_forces_ev_per_a": [[4.45, -3.14, 1.87], [-0.21, -1.47, -0.77], [-0.25, 2.90, 0.08], [0.03, -0.70, 0.53], [0.14, 1.69, 1.04], [-0.13, -0.03, -0.39], [-0.36, 0.22, -0.20], [0.00, -2.37, -0.60], [0.23, -0.18, -0.32], [0.36, 0.06, 0.30], [-4.26, 3.02, -1.55]], "mulliken_charge": [-0.669, 0.330, -0.646, 0.324, 0.285, -0.573, 0.339, 0.366, -0.812, 0.722, 0.333]}

---

{"formula": "BrHIP", "method": "wB97M-V/def2-TZVPD", "spin_multiplicity": 3, "total_charge": 0, "homo_ha": [-0.2093, -0.3619], "e_tot_ha": -3213.5447, "e_lumo_ev": [0.18, -3.75], "s_squared": 2.009, "symbols": ["Br", "P", "I", "H"], "xyz": [[0.758, -2.492, 0.093], [0.825, -0.538, -0.891], [2.783, 0.427, 0.048], [-0.029, 0.123, 0.028]], "atomic_forces_ev_per_a": [[-0.43, -0.71, -0.22], [-3.17, -1.50, -0.63], [3.60, 2.18, 1.30], [-0.01, 0.02, -0.46]], "mulliken_charge": [-0.105, -0.079, 0.040, 0.144]}

---

{"formula": "BrO3S", "method": "wB97M-V/def2-TZVPD", "spin_multiplicity": 1, "total_charge": -1, "homo_ha": -0.1774, "e_tot_ha": -3197.9240, "e_lumo_ev": 3.53, "symbols": ["O", "S", "Br", "O", "O"], "xyz": [[-1.010, -0.254, -1.059], [0.587, 0.253, 0.380], [-2.390, -0.189, 0.161], [1.258, -0.989, 0.878], [1.555, 1.180, -0.359]], "atomic_forces_ev_per_a": [[0.05, 0.10, 1.21], [3.24, 0.63, -0.62], [0.43, -0.13, -0.80], [-1.27, 1.81, -1.22], [-2.45, -2.42, 1.42]], "mulliken_charge": [-0.559, 0.703, -0.094, -0.504, -0.546]}

---

{"formula": "BrZr", "method": "wB97M-V/def2-TZVPD", "spin_multiplicity": 1, "total_charge": 3, "homo_ha": -1.0548, "e_tot_ha": -2619.4136, "e_lumo_ev": -21.26, "symbols": ["Br", "Zr"], "xyz": [[-0.203, 1.230, 0.290], [0.203, -1.230, -0.290]], "atomic_forces_ev_per_a": [[0.72, -4.35, -1.02], [-0.72, 4.35, 1.02]], "mulliken_charge": [0.667, 2.333]}

---

{"formula": "C102H85F17", "method": "wB97M-V/def2-TZVPD", "spin_multiplicity": 1, "total_charge": 0, "homo_ha": -0.3284, "e_tot_ha": -5635.3447, "e_lumo_ev": 0.52, "symbols": ["F", "H", "C", "H", "H", "C", "H", "F", "C", "H", "C", "C", "H", "C", "C", "C", "C", "F", "C", "C", "C", "C", "F", "C", "H", "C", "C", "F", "C", "H", "H", "H", "H", "H", "C", "H", "H", "H", "H", "C", "H", "H", "C", "H", "C", "C", "F", "H", "H", "H", "C", "C", "H", "C", "F", "H", "H", "H", "H", "H", "H", "F", "C", "C", "H", "C", "C", "H", "C", "H", "C", "H", "C", "C", "C", "F", "H", "C", "H", "H", "H", "C", "C", "C", "H", "H", "H", "C", "C", "C", "C", "H", "C", "H", "H", "H", "C", "C", "H", "H", "C", "C", "C", "H", "H", "C", "H", "H", "C", "H", "H", "H", "C", "H", "C", "C", "H", "C", "C", "C", "H", "C", "C", "C", "C", "C", "C", "H", "C", "C", "H", "H", "C", "H", "H", "H", "C", "C", "C", "C", "H", "C", "C", "C", "C", "C", "C", "H", "C", "C", "H", "H", "H", "H", "H", "H", "H", "H", "C", "H", "H", "F", "C", "C", "C", "C", "C", "C", "C", "C", "C", "F", "H", "H", "C", "H", "H", "H", "H", "H", "C", "C", "C", "C", "F", "F", "H", "C", "F", "C", "H", "F", "C", "F", "C", "C", "C", "H", "C", "H", "C", "C", "C", "F"], "xyz": [[2.923, 6.460, 1.027], [4.308, 4.074, 5.675], [3.814, -5.915, 2.562], [-6.799, 1.765, 2.528], [-0.945, -4.184, -0.394], [3.198, 2.684, -1.770], [-1.098, 3.522, -0.216], [1.161, -2.744, -7.318], [-2.159, 7.299, 4.272], [-6.458, -2.392, 1.995], [-0.303, 5.970, 5.036], [2.348, 0.511, -2.532], [-0.640, -6.645, -2.500], [-3.705, -4.872, 5.086], [2.376, -2.719, -5.372], [5.192, -0.574, 1.450], [-3.148, 0.778, -3.470], [-4.026, -1.066, -4.596], [2.902, -5.918, 1.499], [6.797, 4.255, 0.446], [2.418, 2.336, -4.036], [1.969, -5.320, 3.990], [-6.467, -4.711, 1.148], [-0.626, -7.387, -0.401], [3.085, 0.927, -0.518], [5.313, 0.285, -5.290], [-1.360, 7.831, 0.491], [-4.928, 7.288, 1.034], [-2.526, -4.204, 5.510], [-8.407, -5.636, -3.831], [7.951, 4.437, -2.749], [4.741, 3.911, 3.297], [-5.523, -0.285, 0.904], [0.055, 1.098, -2.252], [6.613, 1.083, -3.469], [0.411, 2.546, 5.056], [-4.929, -8.071, -3.768], [-2.977, -2.850, -0.635], [5.702, -1.704, -6.052], [1.212, -3.131, -6.033], [-3.125, 7.318, 3.814], [-2.680, 6.064, 0.265], [-5.729, -1.253, 0.373], [-4.151, -5.509, 5.815], [-3.460, -3.905, 2.868], [0.159, -3.701, -5.360], [3.300, 2.775, 1.553], [1.133, -3.221, 0.452], [0.238, 4.586, -2.004], [4.556, 6.366, -0.985], [-2.127, -2.382, -0.231], [-2.565, 7.116, 0.655], [5.148, 2.273, -4.512], [-5.514, 0.426, 3.737], [5.981, 5.959, -3.206], [-6.133, -4.623, -1.604], [-4.128, -5.923, -0.153], [-2.954, -5.885, -2.369], [2.029, 3.595, 6.486], [3.731, -3.635, 1.105], [5.086, 5.362, 1.190], [-0.671, -7.958, 1.850], [-1.479, 8.508, 4.596], [1.785, 2.363, 3.329], [7.041, 3.739, 1.410], [-6.688, -6.960, -3.667], [5.311, -1.350, -0.818], [4.005, -5.252, 4.615], [-5.567, -1.324, -1.024], [0.364, -7.843, -0.519], [-2.079, -0.986, 0.047], [3.752, 3.348, -1.124], [5.385, 5.690, -0.925], [-0.329, 4.270, 0.070], [-5.379, -5.111, -5.285], [-2.228, 4.909, 4.226], [-4.860, 2.875, 1.340], [1.454, 2.684, 4.653], [-3.821, -3.808, 1.850], [1.370, 7.072, 5.712], [-0.261, 9.548, 1.106], [1.572, -5.576, 1.708], [-1.221, -7.312, 0.796], [1.795, 5.871, 0.704], [4.889, -5.991, 2.382], [-0.760, -3.993, -5.795], [-5.370, -0.424, -1.649], [0.343, 7.130, 5.280], [2.946, 3.146, -3.046], [-0.881, -0.787, -2.865], [1.422, -3.595, -3.294], [1.271, -0.757, 0.827], [4.221, -2.697, 0.861], [-2.099, 2.366, -2.472], [0.043, -5.093, 3.155], [-1.992, 9.366, 4.289], [2.961, 2.861, 2.868], [4.539, -1.691, 1.807], [3.159, -2.269, -5.910], [-1.649, -2.698, 2.565], [-0.906, -3.146, -0.156], [-1.903, -1.324, -3.593], [-7.331, -5.814, -3.999], [1.145, 5.682, 2.829], [4.292, -1.881, 2.895], [-3.004, -0.525, -3.907], [-5.008, -5.258, 3.389], [7.495, -2.158, -4.267], [2.299, 3.359, 5.480], [2.201, -0.546, -2.369], [7.912, -0.335, -2.579], [-7.236, -3.981, -4.959], [-3.356, 1.748, 2.483], [3.218, -6.119, 0.470], [7.478, 3.934, -0.686], [-2.456, -6.706, 0.923], [-2.490, 2.211, 2.122], [-5.364, -7.141, -4.039], [-6.348, -3.586, 0.325], [0.279, -3.968, -3.990], [-2.261, 10.780, 1.995], [0.411, 4.831, -0.977], [-0.876, 0.610, -2.591], [-2.047, 1.366, -2.788], [-4.733, -6.284, -4.817], [-3.595, 9.144, 1.546], [4.657, -2.458, -0.446], [-4.046, 1.230, -3.705], [-2.444, -6.203, -1.493], [-0.086, 4.553, 1.393], [-0.083, -1.425, -2.643], [-1.742, -2.401, -3.767], [0.299, -1.200, 0.545], [-0.488, 7.348, 0.045], [2.168, 6.064, -1.457], [-0.798, 4.032, 2.064], [3.528, 3.687, 4.988], [-2.397, 9.809, 1.542], [3.333, -5.583, 3.833], [5.915, -0.924, -5.283], [1.456, -3.883, -2.274], [-0.837, -0.502, 0.378], [-3.132, -6.269, -0.221], [-1.262, 9.097, 1.035], [5.632, 1.268, -4.397], [-6.108, -3.714, -1.009], [-5.748, 1.367, 2.746], [-5.571, -2.471, -2.743], [3.856, 3.492, 3.701], [-4.251, 0.010, 4.046], [3.443, -2.771, -3.565], [5.266, 0.263, 2.137], [-3.026, -6.664, 1.824], [6.168, 0.500, -0.041], [-0.616, -4.287, -3.524], [-7.165, -7.824, -3.200], [1.754, 0.392, -4.530], [8.371, 3.333, -0.598], [-1.803, -3.471, 4.550], [0.414, 9.296, 5.246], [6.810, 1.674, -2.605], [1.530, -5.031, 5.238], [-4.682, 2.058, 2.108], [-2.236, -3.312, 3.237], [-1.553, 6.091, 4.472], [-6.646, -4.894, -4.770], [2.228, 0.996, -3.803], [1.505, 5.656, -0.663], [-6.161, -2.375, 0.994], [-0.116, 8.407, 4.923], [6.184, 5.386, -2.012], [-6.611, 0.096, 4.483], [-4.490, 9.595, 1.909], [2.323, 2.644, -5.038], [-1.155, -6.728, -1.540], [-2.159, -4.494, 6.463], [-2.233, 0.305, 3.799], [-2.908, -0.414, -0.128], [0.806, -5.525, 0.893], [-4.003, -0.880, 4.636], [7.289, -0.164, -3.458], [5.718, 5.118, 0.307], [2.980, 1.341, -1.564], [6.922, -1.194, -4.383], [-0.750, -2.737, 4.969], [-0.745, 0.828, 0.612], [5.579, -1.197, -1.866], [0.238, -2.557, 0.274], [4.316, 0.580, -6.167], [-3.225, 0.655, 3.396], [-4.974, -4.360, -5.940], [3.221, 4.449, -3.384], [7.237, 4.495, -1.922], [-3.427, -6.601, -5.168], [5.649, -0.415, 0.141], [0.968, 5.432, 1.740], [2.522, -3.013, -4.004], [0.054, 4.986, 5.196], [-4.163, -4.714, 3.779], [1.160, 1.841, 2.628], [-3.710, 7.850, 1.058], [1.064, -5.363, 2.969], [-5.742, -2.531, -1.675], [4.364, -3.376, -1.398]], "atomic_forces_ev_per_a": [[1.28, 1.17, 0.32], [-0.67, 0.10, -0.52], [-0.57, 0.64, 0.12], [1.55, -1.00, 0.51], [0.01, -0.66, -0.11], [0.90, 0.37, -1.01], [0.42, 0.62, 0.42], [-0.58, -0.49, -0.37], [0.35, 0.84, 0.18], [0.05, 0.13, 1.68], [-1.37, -0.13, -0.65], [2.25, 0.38, 0.97], [0.22, -0.43, 0.46], [1.54, 1.14, -0.50], [-1.11, -1.54, 1.69], [0.79, 1.76, -0.72], [2.70, -1.21, 0.74], [-0.27, -0.24, -0.25], [0.10, -0.08, -0.54], [-1.05, -0.54, 1.22], [0.90, 0.20, 0.19], [0.77, -0.51, 0.89], [-0.46, 1.05, -1.07], [2.10, 0.69, -2.78], [0.23, 0.49, -1.30], [-0.99, 1.12, -0.25], [-0.66, -0.68, 0.96], [-0.02, -0.22, 0.10], [-0.71, -0.83, -2.10], [0.75, -0.19, 0.30], [-0.46, -0.39, 0.21], [0.87, 0.04, -0.33], [-0.44, -1.25, -0.44], [-0.90, -0.35, 0.23], [1.04, -2.85, 0.40], [1.13, -0.46, -0.73], [0.69, -0.51, 0.16], [-1.22, -0.38, -0.21], [-0.19, 0.83, 0.67], [0.88, 1.28, 0.64], [-0.53, 0.09, -0.01], [0.14, 1.31, 0.57], [0.36, 1.86, -1.12], [-0.60, -0.41, 0.15], [0.79, -0.40, 0.66], [0.47, -0.38, 0.51], [-0.26, -0.26, 0.33], [-0.88, 1.02, -0.36], [-0.27, -0.11, -0.38], [-0.20, 0.22, -0.20], [2.92, 1.08, 0.28], [-1.28, 0.08, -1.37], [0.24, -1.21, 0.26], [-1.70, 1.21, -0.10], [-0.31, 0.30, -0.08], [-0.20, -0.14, 0.46], [-0.89, 0.36, 0.19], [-0.27, 0.48, -0.61], [-0.18, 0.05, 0.43], [0.05, 0.33, 0.08], [0.55, -0.15, -0.82], [-0.09, 0.40, -0.12], [1.07, -2.92, -1.40], [-0.50, 0.14, 0.27], [-0.27, 0.78, -0.94], [-0.10, -1.32, 0.42], [1.56, 1.73, -1.19], [0.00, -0.61, 0.24], [0.00, 0.56, -0.13], [-0.41, 0.01, 0.31], [1.59, -4.10, -0.39], [-0.27, -0.11, 0.56], [0.47, -0.36, 0.48], [-0.51, -0.81, -1.59], [0.14, -0.47, 1.00], [0.33, 1.02, -0.13], [-0.01, -1.18, 1.15], [-2.64, -0.35, -0.02], [0.05, 0.07, 0.08], [-0.86, 0.03, -0.35], [-0.58, 0.01, -0.26], [-1.10, -0.59, -1.09], [-0.97, -0.47, 1.17], [-1.84, -1.11, -0.68], [-0.40, -0.24, 0.09], [-0.63, 0.00, -0.89], [0.14, -0.73, 0.74], [3.15, 1.34, 0.37], [-0.47, 0.35, -0.88], [-0.52, 2.90, -0.74], [0.77, -0.16, -1.50], [-0.86, 0.01, -0.08], [0.86, 0.76, -0.13], [0.01, 1.20, 0.26], [-0.39, -0.07, -0.02], [-0.35, 1.51, 0.09], [0.83, 0.19, -0.62], [-1.64, -3.05, 1.58], [0.76, 0.56, -0.64], [-0.07, 0.00, -0.10], [-2.75, 0.97, 0.04], [-0.27, -0.86, 0.29], [-1.19, 0.29, -0.26], [0.09, -0.25, -1.58], [0.01, 0.35, -1.43], [0.35, -0.33, 0.50], [-0.36, 0.00, 0.22], [-1.05, 1.01, -0.61], [0.01, -0.34, 0.17], [-0.19, -0.08, 0.40], [0.28, -0.29, -0.58], [0.78, -0.32, -0.43], [-2.34, -2.32, 1.37], [0.09, 0.05, 0.43], [1.99, -0.50, -0.59], [-1.33, 0.13, -1.00], [0.92, 0.71, -0.63], [-1.34, -2.00, 1.39], [1.16, -0.72, 1.09], [1.03, 1.39, -1.03], [-0.14, 0.09, -0.11], [1.06, 0.66, 1.20], [-0.27, -0.12, 0.19], [0.15, -2.19, -1.06], [1.77, 2.36, -2.21], [-0.66, -0.17, -0.30], [-1.60, -1.73, 1.27], [-1.61, 1.30, -0.27], [-0.11, -1.12, 2.71], [-0.19, 0.28, 0.14], [1.31, -0.56, 0.48], [-1.00, 0.71, -0.46], [1.87, -1.01, 0.09], [-0.31, 0.07, 0.28], [-0.53, -0.36, 0.75], [0.91, 0.80, 0.24], [1.80, 0.92, 2.34], [1.95, -1.63, -0.39], [-0.07, 0.80, -0.61], [0.50, -2.69, -1.67], [0.41, 0.18, 0.93], [-0.83, 1.87, 0.58], [2.44, 0.16, -1.40], [-0.06, 1.40, 0.31], [-0.72, 2.80, -0.33], [0.36, 0.34, -1.10], [-0.84, 2.06, -0.88], [-0.11, -0.60, -0.09], [0.10, 0.01, -1.46], [0.24, -0.98, -0.30], [0.93, 0.25, 0.90], [0.42, -0.22, 0.13], [0.14, -0.17, 0.78], [0.28, 0.36, -0.69], [-0.47, -0.71, 0.79], [-0.08, 0.52, 0.15], [-0.07, -0.57, -0.93], [0.04, -0.35, 0.02], [-1.17, 0.26, 0.83], [0.27, -0.13, -0.36], [-0.01, 1.14, 0.04], [0.07, 0.09, -0.16], [0.58, 0.11, -0.09], [-0.81, -0.23, 0.45], [-0.69, -1.04, 0.32], [-0.70, 1.15, -0.41], [-1.18, 0.35, 0.80], [0.10, -0.19, 0.34], [-0.60, -1.19, 0.02], [-1.99, -0.08, 1.60], [0.13, -0.32, -0.09], [0.66, -0.59, -0.40], [-0.54, 0.40, 0.20], [-0.21, 0.90, -0.93], [-0.93, -0.04, 0.19], [0.52, 0.50, 0.76], [-0.71, 0.63, -1.05], [-1.82, 1.65, -0.13], [1.17, -0.16, 0.50], [-0.43, 0.62, 0.19], [-1.31, -0.21, -0.29], [-0.92, 0.39, 0.91], [-1.60, -1.71, 1.76], [1.95, 0.80, 2.37], [0.29, -0.34, -0.16], [-0.08, 0.63, 0.03], [-0.04, -0.13, 0.32], [2.05, -1.09, 0.53], [0.38, -0.46, -0.02], [2.10, 0.72, 0.22], [0.53, -0.13, -0.08], [-0.11, -0.65, 0.43], [0.02, 0.84, -0.15], [-1.19, 0.67, 0.05], [-0.79, 0.13, 0.85], [-0.48, -0.73, 0.81], [-2.38, -0.46, -0.99], [0.63, -0.57, 0.39], [0.52, 0.38, -0.33], [-0.49, -0.10, 0.06], [2.06, -0.63, -0.04], [0.34, 0.59, 0.19], [-0.09, 0.58, -0.18], [-0.05, -0.14, -0.03]], "mulliken_charge": [-0.517, 0.350, -0.169, 0.271, -0.774, 0.089, 0.253, -0.352, -0.702, 0.561, -0.569, -0.111, 0.446, -0.718, -0.525, -0.570, -0.910, -0.451, -1.145, -0.936, -1.008, 0.416, -0.384, -0.350, 0.262, 0.244, -0.467, -0.342, -0.866, 0.391, 0.479, 0.422, -0.077, 0.270, -0.107, 0.406, 0.494, 0.193, 0.431, 0.275, 0.599, 0.346, 0.475, 0.428, 0.020, -0.811, -0.112, -0.675, 0.552, 0.624, -0.416, 0.168, 0.392, 0.900, -0.407, 0.529, 0.577, 0.703, 0.511, 0.295, 0.312, -0.430, -0.557, -0.545, 0.348, -0.274, 0.513, 0.425, -0.818, 0.325, -0.973, 0.202, -0.851, -0.323, -0.774, -0.339, 0.362, -0.334, 0.301, 0.316, 0.396, 0.891, 0.576, 0.291, 0.380, 0.612, 0.313, 0.156, 0.269, 0.029, -0.599, 0.364, 0.048, 0.688, 0.403, 0.594, 0.530, -0.857, 0.585, 0.280, 0.952, -0.327, -0.654, 0.009, 0.310, 0.162, 0.533, 0.324, -0.917, -0.061, 0.380, 0.333, -0.788, 0.328, -0.034, -0.477, 0.886, -0.313, -0.018, -0.893, 0.460, -0.458, -0.291, -0.776, 0.579, -0.083, 0.176, 0.697, -0.634, 0.783, 0.563, 0.112, -0.749, 0.307, 0.121, 0.092, -0.381, -0.987, -0.791, -0.281, 0.867, 0.495, -0.750, -0.038, -0.016, -0.119, -0.566, 0.432, -0.798, -0.677, 0.600, 0.424, 0.716, 0.486, 0.908, 0.381, 0.601, 0.445, 0.289, 0.433, 0.352, -0.319, -0.536, 0.274, 0.833, -0.249, -0.148, -0.906, -0.351, -0.998, 0.620, -0.396, 0.438, 0.518, -0.673, 0.485, 0.268, 0.960, 0.184, 0.352, -0.812, 0.133, -0.063, -0.451, -0.377, -0.277, 0.017, 0.825, -0.426, -0.039, 0.503, -0.506, -0.742, -0.393, -0.388, 0.141, -0.508, 0.167, -0.670, 0.866, -0.169, -0.625, -0.518, -0.444]}